Computed, not measured: a molecular structure, C6H10O, with ωB97M-V with the def2-TZVPD basis set.

## Properties
DFT total energy   -8426.202 eV
Spin multiplicity   1
Lowest unoccupied orbital energy (alpha / beta)   0.5083 / 0.5080 eV
Strongest force on any atom   0.34 eV Å⁻¹
Energy above the lowest of the compared OMol25 structures with the same formula, charge and spin   5.039 eV
HOMO (alpha / beta)   -7.4 / -7.4 eV

Geometry as XYZ:
```
17
Properties=species:S:1:pos:R:3:forces:R:3:mulliken_charge:R:1
C 2.223337 1.177222 -0.235887 0.0 0.0 0.0 -1.21
C 0.845846 0.681183 0.021891 0.1 0.0 0.0 0.31
O 0.321109 0.677572 1.233566 0.1 0.1 0.0 -0.28
C -0.484494 -0.486419 0.943994 -0.2 0.0 0.2 -0.26
C -1.918883 0.013742 0.707056 -0.1 0.0 0.1 -0.58
C -1.532683 0.173429 -0.763632 -0.2 0.1 -0.1 -0.66
C -0.023851 -0.263141 -0.601822 0.2 -0.1 -0.2 0.15
H 2.277525 2.263418 -0.096377 0.0 -0.2 0.0 0.31
H 2.942688 0.719137 0.453384 -0.1 0.0 -0.1 0.30
H 2.518448 0.945734 -1.262393 -0.1 0.0 0.1 0.32
H 0.812192 -3.390794 0.551886 -0.1 0.1 0.1 0.22
H 0.474264 -2.791889 0.855483 0.1 -0.2 -0.1 -0.21
H -2.160069 0.942518 1.230544 0.1 -0.1 -0.1 0.27
H -2.691744 -0.733377 0.902816 0.1 0.1 0.0 0.27
H -2.019524 -0.566300 -1.400896 0.1 0.1 0.1 0.27
H -1.650016 1.163113 -1.208549 0.0 -0.2 0.1 0.29
H 0.368085 -0.962372 -1.337700 0.0 0.1 0.1 0.49
```
Positions in Å, forces in eV/Å.

Computed, not measured: C6H10O in the gas phase, with ωB97M-V with the def2-TZVPD basis set.

## Properties
DFT total energy   -8426.386 eV
Spin multiplicity   1
Lowest unoccupied orbital energy (alpha / beta)   0.1962 / -0.0679 eV
Strongest force on any atom   0.42 eV Å⁻¹
Energy above the lowest of the compared OMol25 structures with the same formula, charge and spin   4.854 eV
HOMO (alpha / beta)   -7.8 / -7.6 eV

Geometry as XYZ:
```
17
Properties=species:S:1:pos:R:3:forces:R:3:mulliken_charge:R:1
C -1.959722 -0.529163 0.386534 0.0 0.0 0.0 -1.44
C -1.199216 0.673838 -0.133537 -0.1 0.0 0.0 0.19
C 0.033573 1.169631 0.536969 -0.4 -0.1 0.0 -0.86
C 0.123069 0.549255 -0.857993 0.1 0.1 -0.3 -0.33
C 0.977981 -0.691521 -0.843406 0.0 0.1 0.1 -0.48
C 1.714083 -0.433555 0.439743 0.1 -0.2 0.0 -0.19
O 2.402332 0.661293 0.600002 0.0 0.1 -0.1 -0.43
H -2.615740 -0.257696 1.221030 0.1 0.0 -0.1 0.35
H -1.279963 -1.308633 0.752203 -0.1 0.2 -0.1 0.33
H -2.583804 -0.963994 -0.404308 0.1 0.1 0.1 0.33
H -1.847066 1.408572 -0.614197 0.2 0.0 0.1 0.44
H 1.700167 1.453461 0.483155 0.1 -0.2 0.0 0.52
H 0.353656 0.582553 1.411848 -0.1 -0.1 0.0 0.29
H 0.261245 1.252922 -1.679817 0.0 -0.1 0.2 0.30
H 1.674320 -0.754932 -1.693090 -0.1 0.0 0.2 0.35
H 0.387643 -1.614336 -0.813898 0.2 0.1 0.1 0.26
H 1.857450 -1.197698 1.208767 0.0 0.1 -0.2 0.38
```
Positions in Å, forces in eV/Å.

Computed, not measured: C6H10O in the gas phase, with ωB97M-V with the def2-TZVPD basis set.

## Properties
DFT total energy   -8430.506 eV
Spin multiplicity   1
Lowest unoccupied orbital energy   1.0463 eV
Strongest force on any atom   0.56 eV Å⁻¹
SMILES   C[C@H]1C[C@H]1CC=O
Energy above the lowest of the compared OMol25 structures with the same formula, charge and spin   0.734 eV
HOMO   -9.6 eV

Geometry as XYZ:
```
17
Properties=species:S:1:pos:R:3:forces:R:3:mulliken_charge:R:1
C 0.450553 -1.012709 1.715968 -0.1 0.0 0.0 -1.49
C 1.069882 -0.828079 0.346598 0.1 0.0 0.1 0.20
C 0.276632 -1.166255 -0.884116 -0.1 -0.1 -0.1 -0.74
C 0.603765 0.268987 -0.582260 0.0 0.2 -0.1 0.06
C -0.443000 1.265052 -0.144426 0.0 -0.1 0.0 -0.71
C -1.530501 1.574920 -1.147970 0.1 -0.1 -0.3 -0.05
O -1.573429 1.166301 -2.282943 0.0 0.2 0.5 -0.47
H 0.668862 -2.012341 2.106459 0.0 0.1 -0.1 0.38
H -0.642014 -0.917068 1.683616 0.2 0.0 0.0 0.32
H 0.828357 -0.278594 2.437861 0.0 -0.1 -0.1 0.32
H 2.136494 -1.042120 0.310051 -0.2 0.0 0.0 0.39
H 0.782545 -1.625886 -1.728876 -0.1 0.1 0.2 0.26
H -0.747044 -1.506395 -0.743598 0.1 0.1 0.0 0.22
H 1.367959 0.695580 -1.227766 -0.1 -0.1 0.1 0.38
H 0.030757 2.224615 0.117012 -0.1 -0.1 0.0 0.35
H -0.951495 0.949377 0.775992 0.0 0.0 -0.1 0.23
H -2.328324 2.244614 -0.751604 0.1 -0.1 -0.1 0.35
```
Positions in Å, forces in eV/Å.

Computed, not measured: a molecular structure, C6H10O, with ωB97M-V with the def2-TZVPD basis set.

## Properties
DFT total energy   -8429.751 eV
Spin multiplicity   1
Lowest unoccupied orbital energy   1.2029 eV
Strongest force on any atom   0.37 eV Å⁻¹
Energy above the lowest of the compared OMol25 structures with the same formula, charge and spin   1.489 eV
HOMO   -9.6 eV

Geometry as XYZ:
```
17
Properties=species:S:1:pos:R:3:forces:R:3:mulliken_charge:R:1
C -1.719055 0.006353 1.224708 -0.1 0.0 0.2 -0.61
C -1.752620 0.590035 -0.158024 0.0 0.2 -0.2 -0.60
C -1.007278 -0.686730 0.097508 0.1 -0.1 -0.1 -0.27
C 0.499282 -0.713171 0.092662 -0.2 -0.2 0.0 0.03
C 1.284129 -0.212527 -1.134076 0.0 0.0 -0.1 -0.61
C 2.063518 0.601099 -0.096148 0.3 0.2 -0.1 -0.38
O 1.085277 0.317115 0.914326 0.0 0.0 0.1 -0.47
H -1.091547 0.512352 1.951360 -0.1 -0.1 -0.1 0.21
H -2.621779 -0.443288 1.627504 0.1 0.1 -0.1 0.27
H -2.678316 0.532177 -0.723242 0.1 0.0 0.1 0.29
H -1.172649 1.492598 -0.334103 0.0 -0.1 0.1 0.23
H -1.461580 -1.600851 -0.280721 0.1 0.1 0.1 0.45
H 0.848373 -1.701838 0.429354 0.0 0.1 0.0 0.42
H 1.834354 -0.950941 -1.721460 -0.1 0.1 0.1 0.31
H 0.671013 0.408593 -1.792853 0.1 -0.1 0.1 0.23
H 3.040786 0.171539 0.163111 -0.1 0.0 0.0 0.25
H 2.178088 1.677490 -0.259911 0.0 -0.1 0.0 0.26
```
Positions in Å, forces in eV/Å.

Computed, not measured: 2 unconnected molecules or ions with the total composition C6H10O, with ωB97M-V with the def2-TZVPD basis set.

## Properties
DFT total energy   -8428.544 eV
Spin multiplicity   1
Lowest unoccupied orbital energy   0.1881 eV
Strongest force on any atom   0.55 eV Å⁻¹
SMILES   C=CC/C=C\C=O.[H][H]
Energy above the lowest of the compared OMol25 structures with the same formula, charge and spin   2.696 eV
HOMO   -9.5 eV

Geometry as XYZ:
```
17
Properties=species:S:1:pos:R:3:forces:R:3:mulliken_charge:R:1
C 0.537892 0.970460 1.604599 0.4 -0.2 0.3 -1.08
C 1.392190 0.279387 0.850357 0.0 0.2 0.3 -0.07
C 1.090908 -1.081600 0.271424 0.0 0.0 0.0 -0.53
C 0.600822 -0.593470 -1.060073 -0.2 -0.1 -0.2 -0.10
C -0.667664 -0.330709 -1.410799 0.2 -0.4 -0.2 -0.67
C -1.871257 -0.715559 -0.647610 0.0 -0.2 0.3 0.18
O -1.897420 -1.210372 0.462701 0.0 0.2 -0.5 -0.48
H -0.375396 0.524358 1.992045 0.2 0.0 -0.1 0.40
H -0.767654 1.711358 0.261155 -0.3 0.3 -0.2 -0.16
H 0.724149 2.011323 1.854221 0.1 -0.2 0.1 0.37
H 2.279434 0.770806 0.450367 -0.1 0.0 0.2 0.30
H 1.988739 -1.700692 0.173437 -0.1 0.1 0.0 0.32
H 0.323822 -1.612675 0.836257 0.1 0.2 -0.1 0.37
H 1.390562 -0.248048 -1.727751 -0.1 -0.1 0.0 0.32
H -0.857179 0.214555 -2.333511 0.0 -0.2 0.0 0.32
H -1.069145 1.520194 -0.395660 -0.2 0.5 0.1 0.21
H -2.822803 -0.509316 -1.181158 0.1 0.0 0.1 0.31
```
Positions in Å, forces in eV/Å.

Computed, not measured: C6H10O in the gas phase, with ωB97M-V with the def2-TZVPD basis set.

## Properties
DFT total energy   -8430.137 eV
Spin multiplicity   1
Lowest unoccupied orbital energy   0.9579 eV
Strongest force on any atom   0.98 eV Å⁻¹
SMILES   C[C@H]1CC=C[C@H]1O
Energy above the lowest of the compared OMol25 structures with the same formula, charge and spin   1.103 eV
HOMO   -9.1 eV

Geometry as XYZ:
```
17
Properties=species:S:1:pos:R:3:forces:R:3:mulliken_charge:R:1
C -1.911252 -0.264158 -0.008456 0.0 -0.1 0.0 -1.48
C -0.599572 0.418958 0.351548 0.1 -0.1 -0.1 0.29
C 0.402811 -0.357353 1.238953 0.0 0.0 0.1 -0.70
C 1.750911 0.034614 0.659061 0.2 0.3 0.4 -0.19
C 1.633311 0.871332 -0.371171 0.2 -0.3 0.0 -0.70
C 0.255556 0.601205 -0.903906 0.0 -0.3 -0.2 -0.15
O 0.592300 -0.729889 -1.456187 -0.1 0.2 -0.7 -0.48
H -1.703529 -1.161036 -0.601421 -0.2 0.0 0.2 0.34
H -2.502873 -0.564986 0.859433 0.1 0.1 0.0 0.38
H -2.525184 0.407640 -0.622574 0.1 -0.1 0.1 0.36
H -0.815616 1.395260 0.814134 0.2 -0.2 -0.3 0.34
H 0.203870 -1.434382 1.197953 0.2 0.1 0.0 0.29
H 0.365863 -0.054874 2.292566 -0.1 -0.1 -0.1 0.34
H 2.676290 -0.432793 0.978098 0.0 0.5 0.4 0.37
H 2.421810 1.294517 -0.985179 0.0 -0.2 0.2 0.36
H -0.163103 1.303225 -1.644622 0.2 -0.5 0.1 0.38
H -0.081592 -1.327279 -1.798230 -0.6 0.7 -0.1 0.28
```
Positions in Å, forces in eV/Å.

Computed, not measured: C6H10O in the gas phase in a non-equilibrium geometry, with ωB97M-V with the def2-TZVPD basis set.

## Properties
DFT total energy   -8429.018 eV
Spin multiplicity   1
Lowest unoccupied orbital energy   0.7216 eV
Strongest force on any atom   5.21 eV Å⁻¹
SMILES   C/C=C/C=C(/C)O
Energy above the lowest of the compared OMol25 structures with the same formula, charge and spin   2.222 eV
HOMO   -7.5 eV

Geometry as XYZ:
```
17
Properties=species:S:1:pos:R:3:forces:R:3:mulliken_charge:R:1
C -2.844713 -1.407543 -0.917990 -0.3 0.2 2.3 -1.03
C -1.368255 -1.081311 -0.949902 0.1 -0.7 -0.4 0.05
C -0.776474 -0.041031 -0.362479 -0.6 -0.3 -0.4 -0.22
C 0.683439 -0.029278 -0.243676 2.7 2.1 0.2 -0.40
C 1.249696 0.925100 0.562997 1.5 -3.2 -0.7 0.57
O 0.447104 1.625116 1.319480 -0.7 2.9 4.3 -0.55
C 2.740169 1.055170 0.898065 0.3 0.2 -5.2 -1.25
H -2.894977 -2.465302 -0.521773 -0.4 1.2 -0.1 0.24
H -3.559738 -0.676274 -0.344492 1.9 -1.3 -0.3 0.27
H -3.359360 -1.402205 -1.822978 -0.3 -0.3 -2.2 0.32
H -0.667178 -1.868651 -1.392519 -1.2 1.0 0.6 0.24
H -1.431131 0.798538 0.038426 1.3 -1.2 -0.3 0.23
H 1.517498 -0.608622 -0.797273 -2.3 0.6 0.5 0.16
H 0.870408 1.878752 2.232952 -1.0 -0.7 -2.8 0.34
H 3.300394 0.930477 -0.167805 -1.1 -0.4 2.3 0.29
H 3.094510 0.243307 1.514453 0.3 0.5 0.7 0.33
H 2.998611 2.123758 0.954513 0.0 -0.5 1.4 0.41
```
Positions in Å, forces in eV/Å.

Computed, not measured: 2 unconnected molecules or ions with the total composition C6H10O in a non-equilibrium geometry, with ωB97M-V with the def2-TZVPD basis set.

## Properties
DFT total energy   -8426.415 eV
Spin multiplicity   1
Lowest unoccupied orbital energy   0.8970 eV
Strongest force on any atom   3.63 eV Å⁻¹
SMILES   CC1=C(C)O1.C=C
Energy above the lowest of the compared OMol25 structures with the same formula, charge and spin   4.825 eV
HOMO   -7.4 eV

Geometry as XYZ:
```
17
Properties=species:S:1:pos:R:3:forces:R:3:mulliken_charge:R:1
C 2.058211 0.034681 -0.901665 1.2 1.1 1.1 -0.55
C 2.624377 -0.695629 0.056943 -0.5 3.6 -0.4 -0.52
C -1.556179 -0.103413 0.797965 1.2 -0.6 -0.4 0.54
C -1.467679 0.710038 -0.173610 1.3 -0.5 -0.8 0.35
C -1.224151 -1.192644 1.753462 -0.5 0.3 0.9 -0.94
C -0.933198 1.389036 -1.401142 0.0 -0.7 0.5 -0.81
O -2.769677 0.670382 0.492048 -1.3 0.4 0.2 -0.57
H 1.572648 -0.297162 -1.775590 -0.6 -0.9 -0.6 0.30
H 2.103983 1.126784 -0.814478 0.4 -0.3 -0.3 0.20
H 3.120493 -0.175434 0.865101 0.1 -0.1 0.1 0.25
H 2.368269 -1.653470 0.219279 -0.2 -3.6 0.1 0.33
H -0.590765 -0.773280 2.602320 -1.2 -0.6 -0.7 0.24
H -0.656066 -2.032345 1.346144 0.1 0.4 -0.5 0.26
H -2.201188 -1.662427 2.069669 1.1 0.7 0.2 0.31
H 0.111316 1.052268 -1.642438 -1.3 0.6 0.5 0.01
H -1.008666 2.461986 -1.222362 0.3 0.1 -0.3 0.30
H -1.551729 1.140633 -2.271652 -0.1 0.1 0.2 0.31
```
Positions in Å, forces in eV/Å.